(1)
8
Properties=species:S:1:pos:R:3:nbo_charge:R:1 method="wB97M-V/def2-TZVPD" lumo_ev=0.8562 homo_ev=-9.81 orbital_gap_ev=10.7 de_lowest_kcal_mol=11.66 total_energy_ev=-17727.94240
C 1.232 2.512 0.200 0.507
C -0.194 -0.514 0.218 -0.395
C -0.687 0.519 -0.454 -0.222
O 2.149 1.964 0.583 -0.509
Cl -1.792 1.559 0.353 -0.026
H 0.415 -1.341 -0.363 0.214
H -0.344 -0.692 1.257 0.217
H -0.755 0.776 -1.430 0.212

---

(2)
9
Properties=species:S:1:pos:R:3:nbo_charge:R:1 method="wB97M-V/def2-TZVPD" lumo_ev=0.6894 homo_ev=-10.55 smiles="C=COC(=O)Cl" orbital_gap_ev=11.2 de_lowest_kcal_mol=22.90 total_energy_ev=-19775.69610
C 1.503 -0.315 0.332 -0.428
C 0.631 0.347 -0.390 0.131
O -0.553 0.837 -0.043 -0.495
C -1.737 0.283 0.124 0.775
O -2.753 0.884 0.228 -0.514
Cl -1.778 -1.495 -0.101 -0.089
H 1.562 -0.553 1.396 0.222
H 2.424 -0.537 -0.119 0.211
H 0.701 0.549 -1.427 0.188

---

(3)
9
Properties=species:S:1:pos:R:3:nbo_charge:R:1 method="wB97M-V/def2-TZVPD" lumo_ev=0.6943 homo_ev=-10.44 smiles="C=COC(=O)Cl" orbital_gap_ev=11.1 de_lowest_kcal_mol=34.40 total_energy_ev=-19775.19737
C -1.074 -0.843 0.750 -0.437
C 0.129 -0.712 0.242 0.130
O 1.097 0.235 0.115 -0.486
C 0.950 1.262 -0.664 0.750
O 1.853 1.494 -1.375 -0.509
Cl -0.628 2.040 -0.902 -0.052
H -1.346 -0.090 1.453 0.212
H -1.468 -1.802 0.648 0.224
H 0.487 -1.584 -0.267 0.167

---

(4)
9
Properties=species:S:1:pos:R:3:nbo_charge:R:1 method="wB97M-V/def2-TZVPD" lumo_ev=0.0579 homo_ev=-10.69 smiles="C=C(Cl)C(=O)O" orbital_gap_ev=10.7 de_lowest_kcal_mol=20.34 total_energy_ev=-19775.80737
C -1.660 -1.009 0.016 -0.434
C -0.432 -0.492 0.055 -0.076
Cl 1.103 -1.091 0.901 -0.005
C -0.019 0.878 -0.592 0.739
O 0.912 1.041 -1.334 -0.518
O -0.927 1.876 -0.261 -0.657
H -1.856 -1.785 0.757 0.227
H -2.580 -0.724 -0.476 0.243
H -1.546 1.445 0.277 0.480

---

(5)
9
Properties=species:S:1:pos:R:3:nbo_charge:R:1 method="wB97M-V/def2-TZVPD" lumo_ev=-0.2091 homo_ev=-10.13 smiles="O=C(S)/C=C/Cl" orbital_gap_ev=9.9 de_lowest_kcal_mol=14.38 total_energy_ev=-28563.56046
O -1.766 0.068 -0.716 -0.541
C -0.848 0.588 -0.103 0.390
S -1.046 2.282 0.387 -0.004
C 0.446 -0.172 0.128 -0.361
C 0.507 -1.339 -0.497 -0.097
Cl 1.982 -2.267 -0.463 0.009
H -0.347 2.396 1.585 0.146
H 1.374 0.082 0.678 0.238
H -0.303 -1.637 -0.999 0.220

---

(6)
10
Properties=species:S:1:pos:R:3:nbo_charge:R:1 method="wB97M-V/def2-TZVPD" s2=6.028 charge=+1 lumo_ev="-6.9123 / -6.6682" homo_ev="-13.01 / -13.02" spin_multiplicity=5 orbital_gap_ev="6.1 / 6.4" de_lowest_kcal_mol=86.03 total_energy_ev=-37710.87214
O -0.259 0.607 -0.397 -0.664
Cr -0.334 1.955 -1.836 1.561
O 1.430 1.795 -1.041 -0.716
C 1.122 0.855 -0.247 0.951
O 1.787 0.053 0.371 -0.520
C -0.800 -0.475 0.387 -0.302
H -1.846 -0.624 0.055 0.275
H -0.804 -0.147 1.442 0.230
C -0.107 -1.729 0.158 0.042
H -0.189 -2.291 1.108 0.142

---

(7)
12
Properties=species:S:1:pos:R:3:mulliken_charge:R:1 method="wB97M-V/def2-TZVPD" lumo_ev=-0.5639 homo_ev=-5.58 orbital_gap_ev=5.0 total_energy_ev=-14467.31183
O -0.584 -2.025 -1.689 -0.561
Cs -0.892 -3.495 1.171 0.881
C 0.160 -1.170 -1.136 -0.205
O -0.058 0.097 -1.460 -0.045
C 0.977 1.099 -1.077 -1.130
H 0.840 1.922 -1.804 0.212
H 1.923 0.626 -1.403 0.179
Li -0.201 1.909 0.599 0.831
C -1.207 -0.048 1.747 -0.201
O -0.318 0.652 2.332 -0.759
Na 1.546 -0.089 1.165 0.750
H -2.186 0.521 1.555 0.048

---

(8)
9
Properties=species:S:1:pos:R:3:nbo_charge:R:1 method="wB97M-V/def2-TZVPD" s2=2.009 charge=+1 lumo_ev="-4.6614 / -5.3414" homo_ev="-11.95 / -14.10" spin_multiplicity=3 orbital_gap_ev="7.3 / 8.8" de_lowest_kcal_mol=0.00 total_energy_ev=-50039.17338
C -1.513 0.982 0.462 0.453
O -1.984 -0.072 0.815 -0.595
Li -0.748 -1.595 0.481 0.950
H -2.108 1.850 0.092 0.176
Cu 2.604 0.470 -1.392 0.862
C 0.781 0.134 -0.501 -0.694
C 1.196 -0.975 0.197 -0.550
H -0.006 -0.043 -1.264 0.185
H 1.778 -0.750 1.108 0.212

---

(9)
7
Properties=species:S:1:pos:R:3:nbo_charge:R:1 method="wB97M-V/def2-TZVPD" lumo_ev=0.5865 homo_ev=-9.95 orbital_gap_ev=10.5 de_lowest_kcal_mol=58.58 total_energy_ev=-5871.91755
C -2.043 0.278 0.156 -0.228
C -3.189 0.040 -0.058 0.297
C -0.047 0.016 -0.046 -0.470
F -4.458 -0.030 -0.029 -0.266
H 0.021 -0.320 -1.116 0.234
H 0.109 -0.853 0.497 0.199
H 0.338 0.932 0.415 0.232

---

(10)
10
Properties=species:S:1:pos:R:3:nbo_charge:R:1 method="wB97M-V/def2-TZVPD" s2=2.007 lumo_ev="0.4240 / -1.7356" homo_ev="-5.61 / -10.07" spin_multiplicity=3 orbital_gap_ev="6.0 / 8.3" de_lowest_kcal_mol=0.00 total_energy_ev=-18737.16148
C -0.812 -0.224 -0.250 0.047
C -1.313 1.040 0.192 0.599
C 1.488 -0.470 -0.112 -0.252
O 0.359 -0.252 -0.882 -0.523
F -2.375 1.170 0.926 -0.283
F -0.724 2.164 -0.190 -0.299
I -2.010 -1.917 -0.064 0.150
H 2.411 -0.731 -0.695 0.205
H 1.341 -1.263 0.589 0.182
H 1.635 0.484 0.485 0.175